# 1
C7H16O | wB97M-V/def2-TZVPD

Atoms and positions in Å:
O  1.0767  1.6522  0.4730
C  0.2375  -0.4881  -0.3311
C  1.3514  -1.3215  0.5842
C  0.9078  -0.2303  -1.6826
C  -0.9778  -1.3885  -0.5203
C  -1.2952  1.5412  -0.3352
C  -0.0269  0.7855  0.4574
C  -0.4322  0.5935  1.9129
H  -1.2135  1.5643  -1.4190
H  1.2755  1.9216  -0.4302
H  1.7596  -2.1132  -0.0401
H  -0.6451  -2.3798  -0.8246
H  0.4413  0.3462  2.5087
H  -0.8390  1.5299  2.2885
H  -2.2307  1.0722  -0.0467
H  0.8742  -1.7678  1.4518
H  0.2884  0.3850  -2.3327
H  1.8745  0.2553  -1.5588
H  1.0713  -1.1803  -2.1879
H  -1.1781  -0.1860  2.0248
H  -1.6323  -1.0005  -1.2975
H  -1.2935  2.5711  0.0167
H  2.1608  -0.6657  0.8945
H  -1.5545  -1.4965  0.3940

For the gap between HOMO and LUMO, the calculation gives 10.3 eV. As for the SMILES: CC(C)(C)C(C)(C)O. The net charge is 0.

---

# 2
C7H16O2 | wB97M-V/def2-TZVPD

Atoms and positions in Å:
O  0.6892  1.1257  -2.3456
O  0.2271  -2.3824  2.5637
C  1.8887  -0.3734  0.0906
C  -1.6422  1.7541  -1.8575
C  0.4598  -0.3035  0.5612
C  0.2478  0.5693  1.7702
C  -0.5811  -0.4095  -0.3785
C  -0.2748  1.3628  -1.3543
C  -0.0199  -2.2844  1.1829
H  2.5161  -0.7795  0.8855
H  -1.6025  2.6250  -2.5251
H  -0.5251  -2.0062  3.0328
H  0.2949  1.0047  -3.2163
H  0.1337  2.1071  -0.6669
H  0.7578  -2.8515  0.6755
H  -2.2963  2.0050  -1.0215
H  -2.1023  0.9326  -2.4161
H  -1.0052  -2.6840  0.9184
H  0.7296  1.5399  1.6486
H  2.2574  0.6222  -0.1605
H  -0.8068  0.7183  2.0013
H  1.9790  -0.9912  -0.8004
H  -1.5937  -0.2987  -0.0078
H  0.7127  0.0860  2.6335
H  -0.4439  -1.0883  -1.2135

For the gap between HOMO and LUMO, the calculation gives 7.6 eV. The net charge is 0.

---

# 3
C7H16O2 | wB97M-V/def2-TZVPD

Atoms and positions in Å:
O  5.1495  0.2413  -0.8827
O  4.5685  0.5966  1.1376
C  4.5710  -0.1552  0.1732
C  -2.0460  0.3151  0.3676
C  -3.2127  -1.9998  0.3927
C  4.0413  -1.5657  0.0086
C  -1.0891  2.5431  0.2454
C  -2.5585  -0.7868  -0.5643
C  -1.3968  1.3408  -0.6005
H  -1.1436  3.7074  -0.2919
H  -2.8038  0.5741  1.1155
H  -3.7087  -1.6302  1.3542
H  -2.3467  -2.6556  0.7961
H  -3.9371  -2.6709  -0.2678
H  -0.1002  2.5591  0.7746
H  -0.6736  1.0069  -1.2940
H  4.6295  -1.9020  -0.8726
H  -1.8966  2.6745  1.1766
H  -2.1331  1.4962  -1.5226
H  5.7858  0.9955  -0.5801
H  3.2021  -1.4360  -0.5868
H  3.6815  -2.1052  0.9328
H  -3.5389  -0.3148  -0.7951
H  -1.1887  0.0734  1.1909
H  -1.8551  -0.9015  -1.4074

For the gap between HOMO and LUMO, the calculation gives 10.6 eV. As for the SMILES: CC(=O)O.CCCCC. The net charge is 0.

---

# 4
C7H16O3 | wB97M-V/def2-TZVPD

Atoms and positions in Å:
O  -2.2231  -3.1200  -0.1247
O  0.9352  -0.0577  3.1040
O  3.2826  -2.2270  2.2997
C  -2.2013  0.7864  -3.1366
C  -0.9185  0.7677  -2.2756
C  1.3460  0.3389  1.8654
C  2.5931  0.6379  1.5192
C  0.1681  0.4174  0.9846
C  -1.2144  1.3682  -0.8860
C  0.0114  1.3000  0.0006
H  1.6725  0.0079  3.7117
H  -2.0737  0.2690  -4.0878
H  2.6961  -2.3740  3.0547
H  -2.4817  1.8286  -3.3074
H  -2.9786  0.2561  -2.5781
H  3.4438  0.4473  2.1722
H  2.7684  -2.0039  1.5116
H  -0.5187  -0.4221  1.0799
H  -1.4204  2.4266  -1.0743
H  -1.2709  -3.1751  0.1237
H  0.7019  2.1314  -0.1289
H  -0.5397  -0.2460  -2.1768
H  -0.2438  1.4798  -2.7393
H  -2.0033  0.8549  -0.3608
H  2.9779  1.1765  0.6761
H  -2.5089  -2.8688  0.7728

As for the multiplicity: 2. For the gap between HOMO and LUMO (alpha / beta), the calculation gives 2.6 / 6.7 eV. The net charge is -1. Its expectation value of S² is 0.7574.

---

# 5
C7H16O3Ti | wB97M-V/def2-TZVPD

Atoms and positions in Å:
Ti  9.5504  -10.1931  -26.3232
O  11.5404  -11.7901  -24.7456
O  8.8584  -7.9382  -26.6025
O  8.3935  -12.2732  -26.2181
C  7.9156  -5.6735  -27.1207
C  11.4580  -10.8861  -23.6493
C  7.8248  -7.7255  -28.5964
C  7.0718  -12.4223  -25.9708
C  8.2417  -7.1176  -27.3362
C  10.4749  -11.1177  -22.4810
C  6.1794  -11.2724  -26.6253
H  7.8164  -5.6280  -26.0362
H  10.0951  -10.1406  -22.1826
H  6.5098  -10.3081  -26.2393
H  8.1819  -8.7553  -28.5907
H  8.6240  -4.9075  -27.4360
H  6.8254  -13.4182  -26.3389
H  8.2932  -7.2499  -29.4581
H  10.8451  -11.6969  -21.6351
H  6.7376  -7.6508  -28.6198
H  6.8838  -12.2815  -24.9064
H  9.6180  -11.6342  -22.9135
H  12.4396  -10.5746  -23.2924
H  11.0017  -10.0178  -24.1248
H  6.9336  -5.4951  -27.5589
H  5.1630  -11.2682  -26.2316
H  6.2639  -11.3214  -27.7109

As for the multiplicity: 4. For the gap between HOMO and LUMO (alpha / beta), the calculation gives 5.0 / 6.3 eV. The net charge is -1. Its expectation value of S² is 3.7621.

---

# 6
C7H16O6S2 | wB97M-V/def2-TZVPD

Atoms and positions in Å:
S  -0.0439  -1.4682  -0.2482
S  4.0452  -0.3265  -0.2657
O  -1.2192  0.1801  0.6724
O  1.0077  -1.3763  0.9236
O  -2.4943  -0.5410  -1.1805
O  -1.7885  0.2607  -2.1810
O  4.7254  -0.6248  0.9618
O  0.4351  -1.0821  -1.5442
C  4.7416  1.1488  -1.1581
C  2.4962  0.5275  0.1318
C  -3.2049  1.3389  0.1110
C  -0.3911  -3.0713  -0.3764
C  1.6483  -0.1235  1.2431
C  -3.2085  -1.1303  0.9453
C  -2.4336  -0.0052  0.1284
H  1.8836  0.4908  -0.8508
H  -4.3034  -0.9462  0.6432
H  -4.2725  1.0648  0.1809
H  2.6777  1.6094  0.1860
H  5.9016  1.1242  -1.0019
H  -3.0473  -0.8375  1.9455
H  -0.8758  0.1093  -2.0358
H  -0.9781  -3.1969  -1.3564
H  2.3125  -0.4481  2.0737
H  4.4636  1.0141  -2.2668
H  -2.9601  1.5918  -0.9558
H  0.8462  0.5723  1.4635
H  4.2977  2.0681  -0.8016
H  -2.9013  -2.1693  0.7653
H  -0.6072  -3.6833  0.4605
H  -2.7434  1.9965  0.8376

For the gap between HOMO and LUMO (alpha / beta), the calculation gives 7.5 / 7.4 eV. The net charge is 0.

---

What are the energy above the lowest of the compared OMol25 structures with the same formula, charge and spin values for these records? In order: 8.5 106.0 96.7 21.3 60.2 126.8 kcal per mole.